ORCA calculation (the ωB97M-V functional and the def2-TZVPD basis) on C5H7N3 in the gas phase in a non-equilibrium geometry.

```
15
Properties=species:S:1:pos:R:3:forces:R:3
H -0.189 1.508 1.733 0.344 -0.516 0.574
N -0.790 2.080 1.184 -0.496 0.713 -3.911
C -0.827 1.606 -0.056 -1.676 1.864 3.548
N -0.404 0.358 -0.329 0.433 -1.874 -1.195
C -0.158 -0.106 -1.685 2.367 -2.367 2.557
C 0.751 -1.164 -1.643 -0.433 1.527 0.276
C 1.021 -1.573 -0.161 0.412 1.451 -0.970
C 0.178 -0.547 0.624 1.087 -0.367 -4.957
N 0.140 -0.678 1.815 0.536 -1.518 4.035
H -0.404 -0.180 2.449 -1.192 1.346 0.778
H -1.400 2.158 -0.870 0.937 -0.714 1.037
H -0.756 0.411 -2.399 0.351 0.184 -0.939
H 1.482 -1.447 -2.432 -1.414 -0.137 0.294
H 0.759 -2.573 0.201 -0.370 0.103 -0.661
H 2.100 -1.498 0.148 -0.885 0.304 -0.467
```
Forces are in eV/Å.

SMILES: [H]/N=C\N1C=CC/C1=N/[H]
gap between HOMO and LUMO: 9.446 eV
relative energy (zero: lowest compared OMol25 entry of this formula, charge and spin): 2.9510 eV
LUMO energy: 0.94 eV

Atom charges from the Mulliken analysis, given in e for atoms 1 to 2: H 0.250; N -0.723



ORCA calculation (the ωB97M-V functional and the def2-TZVPD basis) on C5H7N3 in the gas phase in a non-equilibrium geometry.

```
15
Properties=species:S:1:pos:R:3:forces:R:3
C -2.745 -0.067 0.153 -1.085 -2.892 2.351
C -1.154 0.017 -0.021 -2.291 -1.770 1.065
N -0.668 1.157 0.025 1.362 3.004 -0.547
N 0.698 1.267 -0.303 4.571 4.790 -1.736
C 1.933 0.670 0.185 -6.358 -1.950 0.090
C 1.851 -0.668 0.439 5.338 1.197 0.417
C 0.861 -1.392 -0.193 -4.272 -0.431 -2.186
N -0.446 -1.147 -0.226 2.495 -2.005 -1.965
H -2.813 -0.551 1.295 -0.091 1.615 -2.593
H -3.506 0.940 0.123 2.800 -2.987 -0.225
H -3.182 -1.104 -0.397 1.201 3.349 0.879
H 1.075 2.380 -0.719 -2.570 -4.346 1.981
H 2.615 1.414 0.374 2.269 0.935 0.084
H 2.850 -1.245 0.400 -1.377 1.136 0.914
H 1.398 -2.132 -0.927 -1.991 0.354 1.473
```
Forces are in eV/Å.

SMILES: CC1=NNC=CC=N1
gap between HOMO and LUMO: 7.440 eV
relative energy (zero: lowest compared OMol25 entry of this formula, charge and spin): 6.9852 eV
LUMO energy: -0.43 eV

Atom charges from the Mulliken analysis, given in e for atoms 1 to 2: C -0.769; C 0.471



ORCA calculation (the ωB97M-V functional and the def2-TZVPD basis) on 2 unconnected molecules or ions with the total composition C5H7N3 in a non-equilibrium geometry.

```
15
Properties=species:S:1:pos:R:3:forces:R:3
C -2.256 0.680 0.090 2.626 -1.447 -0.704
C -2.404 -0.671 -0.437 -0.343 0.545 0.991
C -0.861 0.886 -0.007 -3.745 -0.382 -0.024
C 0.961 -0.581 -0.607 1.280 -1.540 -0.904
C 3.021 0.711 -0.292 1.368 0.746 0.798
N -1.266 -1.196 -0.812 0.083 0.313 0.531
N 1.911 0.140 -0.370 0.409 0.412 -0.008
N -0.303 -0.227 -0.532 -2.881 -0.372 -0.412
H -3.031 1.277 0.520 -0.021 0.390 -0.008
H -3.330 -1.282 -0.365 0.906 0.535 -0.573
H -0.312 1.758 0.138 0.971 1.134 0.512
H 0.512 -1.904 1.270 -0.108 0.105 0.449
H 3.547 0.748 0.685 -0.368 -0.020 -0.762
H 3.486 1.176 -1.168 -0.251 -0.162 0.267
H 0.324 -1.514 1.886 0.073 -0.257 -0.154
```
Forces are in eV/Å.

gap between HOMO and LUMO: 9.145 eV
relative energy (zero: lowest compared OMol25 entry of this formula, charge and spin): 5.0548 eV
LUMO energy: 0.72 eV

Atom charges from the Mulliken analysis, given in e for atoms 1 to 2: C -0.669; C -0.083



ORCA calculation (the ωB97M-V functional and the def2-TZVPD basis) on C5H7N3 in the gas phase in a non-equilibrium geometry.

```
15
Properties=species:S:1:pos:R:3:forces:R:3
C -1.146 -1.196 -0.378 -0.507 2.949 2.489
N -1.598 0.063 -0.486 0.047 -4.894 -3.627
N -1.220 1.142 0.182 -3.901 0.188 0.295
C -0.083 1.589 0.172 6.287 -1.488 -1.392
C 1.325 0.805 -0.052 -3.520 0.562 -0.781
N 1.487 -0.451 -0.955 -0.907 0.307 -0.396
C 1.250 -0.613 0.411 1.063 -0.829 5.210
C -0.262 -1.123 0.948 2.386 -1.431 -0.065
H -1.405 -2.093 -1.111 0.235 2.356 1.768
H 0.127 2.604 0.327 -0.210 1.393 1.030
H 2.147 1.539 0.091 -0.197 -1.268 -0.428
H 0.559 -0.834 -1.266 1.260 1.556 -1.048
H 2.180 -0.946 1.096 -2.280 0.376 -1.570
H 0.025 -2.122 1.653 -1.467 2.826 -2.002
H -0.823 -0.201 1.416 1.712 -2.602 0.518
```
Forces are in eV/Å.

SMILES: C1=NN=C[C@@H]2N[C@@H]2C1
gap between HOMO and LUMO: 9.063 eV
relative energy (zero: lowest compared OMol25 entry of this formula, charge and spin): 7.2268 eV
LUMO energy: 0.19 eV

Atom charges from the Mulliken analysis, given in e for atoms 1 to 2: C -0.398; N -0.218



ORCA calculation (the ωB97M-V functional and the def2-TZVPD basis) on C5H7N3 in the gas phase in a non-equilibrium geometry.

```
15
Properties=species:S:1:pos:R:3:forces:R:3
C -1.543 1.055 0.111 -0.777 0.439 -0.768
C -0.274 1.451 -0.006 1.100 -0.639 -0.607
C 0.900 0.645 -0.522 -1.420 1.441 0.539
C 1.795 -0.040 0.435 1.061 0.909 0.715
N 0.975 -0.771 -0.487 0.190 -1.102 -0.460
N -0.044 -1.522 0.105 -0.926 -0.523 0.086
C -1.408 -1.291 -0.072 0.210 -0.597 -0.252
N -2.109 -0.216 -0.127 0.807 0.325 0.550
H -2.281 1.885 0.254 0.487 -1.118 0.224
H -0.026 2.498 0.136 -0.160 0.014 0.058
H 1.361 1.046 -1.418 -0.126 0.112 -0.029
H 1.489 0.033 1.489 0.182 -0.285 -0.568
H 2.856 -0.020 0.190 -0.167 -0.265 0.366
H 0.263 -2.504 0.069 -0.687 0.771 0.007
H -1.953 -2.251 -0.155 0.225 0.518 0.140
```
Forces are in eV/Å.

SMILES: C1=C[C@H]2CN2NC=N1
gap between HOMO and LUMO: 9.572 eV
relative energy (zero: lowest compared OMol25 entry of this formula, charge and spin): 3.7350 eV
LUMO energy: 1.00 eV

Atom charges from the Mulliken analysis, given in e for atoms 1 to 2: C -0.021; C -0.725



ORCA calculation (the ωB97M-V functional and the def2-TZVPD basis) on C5H7N3 in the gas phase in a non-equilibrium geometry.

```
15
Properties=species:S:1:pos:R:3:forces:R:3
C -1.742 1.000 0.648 -0.398 -2.024 0.928
N -1.047 1.964 1.251 -3.627 -0.775 -0.255
N 0.210 1.644 1.137 3.846 0.378 -3.041
C 0.409 0.548 0.264 -0.557 -0.048 -0.254
C -0.851 0.011 0.047 0.736 1.439 1.559
C -0.566 -1.419 -0.276 2.214 -4.724 -0.685
N 0.695 -1.316 -1.123 -2.938 1.254 -3.124
C 1.517 -0.395 -0.480 -1.381 5.633 -0.665
H -2.824 0.792 0.840 1.078 0.915 -0.397
H 0.739 2.508 0.927 0.228 -0.888 0.844
H 0.043 -1.970 0.707 -2.840 1.032 -2.254
H -1.131 -2.255 -1.015 0.507 2.588 2.772
H 0.227 -0.672 -1.923 1.749 -2.113 1.551
H 2.110 0.255 -1.191 -0.705 -0.726 0.539
H 2.210 -0.696 0.185 2.088 -1.939 2.481
```
Forces are in eV/Å.

SMILES: c1n[nH]c2c1CNC2
gap between HOMO and LUMO: 9.931 eV
relative energy (zero: lowest compared OMol25 entry of this formula, charge and spin): 4.7928 eV
LUMO energy: 0.83 eV

Atom charges from the Mulliken analysis, given in e for atoms 1 to 2: C -0.454; N -0.732



ORCA calculation (the ωB97M-V functional and the def2-TZVPD basis) on C5H7N3 in the gas phase in a non-equilibrium geometry.

```
15
Properties=species:S:1:pos:R:3:forces:R:3
C 1.163 2.459 1.033 -1.500 -0.573 0.219
C 1.212 -0.059 -0.273 -2.496 4.785 1.355
C 0.340 1.788 0.074 3.478 -2.316 -1.452
C -0.973 1.207 0.399 0.210 -1.017 2.689
C 0.024 -2.113 -0.920 -1.673 1.565 2.593
N 1.648 3.084 1.885 0.249 -0.082 -0.481
N -1.157 -0.106 -0.295 -0.395 2.013 0.860
N 0.101 -0.676 -0.374 1.332 -4.340 -1.995
H 2.271 -0.342 -0.459 -1.373 -0.352 -0.039
H -1.123 1.098 1.527 0.196 -0.378 -0.854
H -1.770 1.826 0.130 -1.185 1.074 -0.921
H -0.896 -2.399 -1.392 -0.585 0.484 -0.070
H 0.797 -2.391 -1.495 2.886 0.084 -2.703
H 0.227 -2.736 -0.095 -0.485 -0.823 1.426
H -1.864 -0.640 0.254 1.340 -0.123 -0.627
```
Forces are in eV/Å.

gap between HOMO and LUMO: 7.374 eV
relative energy (zero: lowest compared OMol25 entry of this formula, charge and spin): 7.3098 eV
LUMO energy: 0.25 eV

Atom charges from the Mulliken analysis, given in e for atoms 1 to 2: C 0.421; C -0.079



ORCA calculation (the ωB97M-V functional and the def2-TZVPD basis) on 2 unconnected molecules or ions with the total composition C5H7N3O in a non-equilibrium geometry.

```
16
Properties=species:S:1:pos:R:3:forces:R:3
C 0.474 2.815 0.422 0.596 -4.413 -2.145
C -0.008 1.519 0.165 1.068 2.114 0.180
C 2.079 1.824 -0.617 -2.991 0.266 1.105
C -1.480 -1.840 0.292 3.704 0.577 -0.232
C 1.161 -0.421 -0.884 0.978 -1.068 -1.763
N 1.694 2.978 -0.105 2.351 -0.609 -0.510
N 0.395 -1.490 -0.711 -0.770 0.584 1.227
N 1.030 0.918 -0.508 -0.869 -0.531 0.737
O 0.813 -2.636 -0.947 0.063 -0.115 -0.608
H 0.007 3.664 0.609 -2.539 3.315 1.692
H -0.985 1.116 0.328 -0.014 -0.391 -0.041
H 2.988 1.480 -1.004 1.224 0.064 -0.555
H -1.034 -1.367 1.155 -0.432 -0.426 0.381
H -1.528 -2.914 0.181 0.603 0.062 0.041
H -2.249 -1.328 -0.170 -1.331 1.231 -1.018
H 2.080 -0.499 -1.586 -1.640 -0.660 1.510
```
Forces are in eV/Å.

gap between HOMO and LUMO (alpha / beta): 7.381 / 7.362 eV
relative energy (zero: lowest compared OMol25 entry of this formula, charge and spin): 6.0694 eV
LUMO energy (alpha / beta): -0.83 / -0.85 eV

Atom charges from the Mulliken analysis, given in e for atoms 1 to 2: C -0.602; C -0.108